{
  "formula": "C45H97N2O10S",
  "method": "the ωB97M-V functional and the def2-TZVPD basis",
  "symbols": ["C", "C", "N", "C", "S", "C", "C", "C", "N", "C", "O", "C", "C", "C", "C", "C", "C", "C", "C", "O", "O", "C", "C", "C", "C", "O", "C", "C", "H", "H", "H", "H", "H", "H", "H", "H", "H", "H", "H", "H", "H", "H", "H", "H", "H", "H", "H", "H", "H", "H", "H", "H", "H", "H", "H", "H", "H", "H", "H", "H", "H", "H", "H", "H", "H", "C", "C", "O", "C", "C", "H", "H", "H", "H", "H", "H", "H", "H", "H", "H", "C", "C", "O", "C", "C", "H", "H", "H", "H", "H", "H", "H", "H", "H", "H", "C", "C", "O", "C", "C", "H", "H", "H", "H", "H", "H", "H", "H", "H", "H", "C", "C", "O", "C", "C", "H", "H", "H", "H", "H", "H", "H", "H", "H", "H", "C", "C", "O", "C", "C", "H", "H", "H", "H", "H", "H", "H", "H", "H", "H", "C", "C", "O", "C", "C", "H", "H", "H", "H", "H", "H", "H", "H", "H", "H"],
  "positions_angstrom": [[-3.18633, -0.60908, -1.76469], [-2.53554, 0.44472, -2.26069], [-2.82132, 1.86612, -1.87092], [-4.26117, 2.12936, -2.30096], [-4.67573, 1.60488, -3.96311], [-4.64576, 3.13962, -4.94768], [-6.04771, 3.54018, -5.42529], [-1.84000, 2.69318, -2.64405], [-2.26128, 4.09269, -2.66360], [-1.88867, 4.77752, -3.60153], [-1.50659, 5.43569, -4.47273], [-0.40623, 2.44609, -2.19465], [-0.13966, 2.22989, -0.68848], [1.20369, 1.48476, -0.54899], [-1.27985, 1.55675, 0.09932], [-1.13796, 1.76382, 1.63049], [-0.46256, 0.59038, 2.37437], [0.97107, 0.84845, 2.84020], [1.06180, 2.08771, 3.69872], [0.51639, 2.15732, 4.75982], [1.82978, 3.08630, 3.19018], [1.15192, 4.36025, 3.03506], [1.32347, 4.89446, 1.61548], [-2.67053, 2.02011, -0.36729], [-3.07525, 3.38212, 0.18483], [-1.98872, 4.26988, 0.13500], [-2.33148, 5.64365, 0.23279], [-2.53078, 6.10811, 1.67259], [-3.40280, -0.75477, -0.70864], [-3.55856, -1.38871, -2.41997], [-1.74608, 0.31077, -2.98733], [-4.86953, 1.55572, -1.60696], [-4.50014, 3.18092, -2.18963], [-4.23108, 3.94875, -4.35494], [-4.02301, 2.92309, -5.81256], [-6.67236, 2.67122, -5.61586], [-6.51793, 4.24035, -4.73908], [-5.93769, 4.06444, -6.37632], [-1.92616, 2.32061, -3.66732], [0.18876, 3.30385, -2.50856], [-0.00108, 1.59522, -2.74751], [0.02857, 3.21270, -0.25610], [1.75637, 1.91196, 0.28606], [1.06870, 0.41298, -0.40706], [1.82459, 1.68886, -1.42204], [-1.17896, 0.47951, -0.05647], [-2.14695, 1.80214, 2.04119], [-0.62962, 2.70814, 1.81384], [-0.50309, -0.32611, 1.78348], [-1.03783, 0.39134, 3.27904], [1.25574, 0.02305, 3.49773], [1.70361, 0.85615, 2.03910], [0.10431, 4.24480, 3.31221], [1.59574, 5.04899, 3.75140], [1.83739, 4.19340, 0.96064], [0.36934, 5.18105, 1.17374], [1.93487, 5.79583, 1.65881], [-3.37424, 1.30130, 0.06053], [-3.35873, 3.22781, 1.23091], [-3.95299, 3.81805, -0.30085], [-3.18453, 5.90757, -0.40037], [-1.47015, 6.18329, -0.16626], [-2.27453, 7.16735, 1.71824], [-3.55560, 5.99726, 2.02306], [-1.82841, 5.59134, 2.32620], [-6.68213, -4.57563, -0.76175], [-5.28061, -4.01784, -0.59038], [-5.21166, -2.86956, 0.24115], [-5.65580, -3.04144, 1.57893], [-4.87881, -4.09015, 2.35531], [-7.35306, -3.81228, -1.15841], [-6.66668, -5.41972, -1.45117], [-7.10044, -4.92617, 0.18203], [-4.89811, -3.69704, -1.56086], [-4.59825, -4.79318, -0.22699], [-6.72836, -3.26065, 1.59945], [-5.52645, -2.06822, 2.05417], [-4.99289, -5.08604, 1.92641], [-5.23464, -4.13077, 3.38495], [-3.81386, -3.85119, 2.36243], [2.43346, 7.96988, -2.08504], [0.99282, 8.44954, -2.03716], [0.36960, 8.27753, -0.77517], [0.97311, 8.95403, 0.31747], [1.02903, 10.46254, 0.15821], [2.49739, 6.91857, -1.79778], [2.83146, 8.08199, -3.09388], [3.07672, 8.53505, -1.41029], [0.39266, 7.86713, -2.73806], [0.92342, 9.49369, -2.35951], [1.97336, 8.55016, 0.51023], [0.36134, 8.70366, 1.18554], [1.64652, 10.76283, -0.68879], [1.45303, 10.91630, 1.05397], [0.02860, 10.86822, 0.00217], [-0.65154, -6.90350, 1.19529], [-0.15608, -5.81698, 0.25884], [-0.48956, -4.49826, 0.66938], [0.02523, -4.09613, 1.92479], [1.54263, -4.11819, 2.00674], [-1.73405, -6.83737, 1.32031], [-0.40454, -7.88882, 0.79983], [-0.20144, -6.82496, 2.18608], [-0.62161, -5.94814, -0.71864], [0.92489, -5.90192, 0.10222], [-0.41357, -4.69534, 2.73059], [-0.33037, -3.07333, 2.06832], [1.94532, -5.12383, 1.88645], [1.87084, -3.74311, 2.97720], [1.97680, -3.49261, 1.22460], [0.32834, -12.68496, 2.69897], [0.81292, -11.58601, 1.76932], [0.47522, -10.27686, 2.19472], [0.98550, -9.88138, 3.45616], [2.50255, -9.90247, 3.53828], [-0.75260, -12.62374, 2.83156], [0.57495, -13.66214, 2.28330], [0.78773, -12.61902, 3.68594], [0.34056, -11.70248, 0.79371], [1.89323, -11.66935, 1.60628], [0.54708, -10.49071, 4.25414], [0.63201, -8.86115, 3.60978], [2.90671, -10.90662, 3.40737], [2.82974, -9.53838, 4.51271], [2.93513, -9.26626, 2.76452], [4.17829, -7.16358, -3.65366], [3.10579, -6.65478, -2.70663], [3.59021, -5.79395, -1.68975], [4.21935, -4.60389, -2.12335], [3.32215, -3.69430, -2.94682], [4.96263, -7.67988, -3.09916], [3.74343, -7.85792, -4.37288], [4.64708, -6.35453, -4.21545], [2.65598, -7.49791, -2.18188], [2.29728, -6.16665, -3.26369], [5.13955, -4.83374, -2.67189], [4.52013, -4.08751, -1.21129], [3.00912, -4.16260, -3.88065], [3.85303, -2.77516, -3.19850], [2.42241, -3.43732, -2.38402], [6.18377, 4.13880, -0.90477], [6.53815, 5.38339, -0.10842], [5.58205, 5.72984, 0.87723], [5.34431, 4.76186, 1.88367], [6.56925, 4.39976, 2.70449], [5.20880, 4.25659, -1.38183], [6.93223, 3.96296, -1.67766], [6.14087, 3.24853, -0.27571], [6.58575, 6.24173, -0.77856], [7.53222, 5.28145, 0.34004], [4.89243, 3.86353, 1.44513], [4.59057, 5.20144, 2.53861], [7.34817, 3.93719, 2.09726], [6.29725, 3.69362, 3.48945], [6.99401, 5.29068, 3.16818]],
  "forces_ev_per_angstrom": [[-0.025, 0.265, 0.552], [-0.259, -0.649, -0.137], [0.971, -0.468, 0.734], [-0.431, 0.080, -0.172], [0.178, -0.037, 0.096], [-0.670, -0.041, -0.078], [0.449, 0.207, -0.383], [0.118, 0.393, -0.724], [0.008, -0.271, 0.012], [0.404, -0.021, 0.099], [-0.282, 0.155, 0.114], [0.033, -0.181, 0.560], [0.432, 0.214, -0.080], [-0.187, 0.612, 0.111], [0.674, 0.335, -0.113], [-0.207, -0.811, -0.357], [0.098, 0.374, 0.246], [0.515, -0.557, 0.219], [0.284, -0.318, 0.098], [-0.434, 0.347, 0.134], [-0.490, -0.020, -0.802], [0.326, 0.104, 0.369], [0.151, 0.439, 0.216], [-0.084, -0.085, 0.727], [0.170, 0.380, 0.337], [-0.230, -0.115, -0.398], [0.557, 0.546, 0.319], [-0.018, 0.192, -0.307], [-1.215, 0.631, -0.165], [1.361, -0.693, 0.053], [-0.843, 0.393, -0.988], [0.066, -0.059, 0.031], [0.270, 0.066, 0.075], [0.282, -0.082, -0.049], [0.221, 0.093, 0.106], [-0.122, 0.023, 0.150], [-0.206, -0.250, 0.152], [-0.075, 0.054, 0.007], [-0.177, -0.141, 0.043], [-0.032, 0.006, -0.120], [-0.183, -0.070, -0.063], [-0.285, 0.060, -0.003], [0.018, -0.286, 0.151], [0.133, -0.063, -0.105], [0.016, -0.244, -0.074], [-0.337, -0.013, -0.237], [0.028, 0.326, 0.093], [-0.162, 0.101, 0.114], [0.071, 0.002, -0.061], [-0.028, -0.012, -0.001], [-0.019, -0.042, -0.021], [-0.091, 0.199, -0.101], [-0.008, -0.091, 0.027], [-0.039, -0.008, 0.063], [-0.053, -0.140, 0.075], [-0.028, -0.123, -0.061], [0.051, -0.001, -0.205], [-0.184, 0.046, -0.217], [-0.142, -0.094, -0.028], [0.009, -0.116, -0.170], [-0.095, -0.250, -0.027], [0.023, -0.100, -0.125], [-0.140, 0.048, 0.062], [0.046, -0.164, 0.148], [-0.109, -0.104, 0.078], [-0.057, 0.093, 0.093], [-0.006, -0.161, -0.029], [0.106, 0.274, -0.117], [-0.025, -0.095, 0.119], [0.068, -0.023, -0.080], [0.005, -0.009, -0.029], [0.014, 0.009, -0.017], [0.031, -0.068, -0.009], [0.024, 0.059, 0.029], [-0.016, 0.000, 0.028], [0.009, -0.040, -0.015], [0.009, 0.035, -0.066], [-0.053, -0.009, 0.037], [-0.003, 0.022, 0.004], [-0.002, 0.001, 0.006], [-0.001, -0.018, 0.118], [0.102, 0.034, -0.099], [-0.207, -0.188, 0.057], [0.111, 0.058, 0.073], [-0.047, 0.001, -0.118], [0.004, -0.008, -0.014], [-0.018, -0.009, -0.014], [0.016, 0.037, -0.045], [-0.060, -0.003, 0.048], [0.035, 0.011, 0.029], [0.017, 0.022, -0.033], [-0.041, -0.053, -0.041], [0.057, -0.002, 0.040], [-0.010, -0.012, 0.017], [-0.004, 0.004, 0.024], [-0.049, 0.097, 0.109], [0.127, -0.198, -0.039], [-0.148, 0.160, -0.112], [0.063, -0.004, 0.072], [0.011, -0.031, -0.057], [-0.005, -0.017, -0.027], [0.009, -0.008, 0.017], [0.061, -0.056, -0.021], [-0.033, 0.132, -0.008], [0.003, -0.016, 0.032], [0.042, -0.031, 0.000], [-0.050, -0.010, -0.043], [-0.002, -0.008, 0.048], [-0.015, 0.016, 0.002], [0.001, 0.006, 0.002], [-0.034, 0.084, 0.103], [0.053, -0.123, -0.020], [-0.106, 0.156, -0.080], [0.099, -0.046, 0.071], [0.018, -0.042, -0.074], [-0.006, -0.018, -0.026], [-0.010, 0.003, -0.024], [0.055, -0.040, -0.022], [-0.022, 0.075, -0.002], [0.006, -0.006, 0.045], [0.034, -0.023, 0.001], [-0.077, -0.012, -0.079], [-0.005, -0.012, 0.067], [-0.011, 0.019, 0.001], [-0.003, 0.020, 0.012], [0.095, 0.096, 0.039], [-0.057, -0.026, -0.102], [-0.066, -0.047, 0.192], [0.061, 0.053, -0.082], [-0.091, -0.045, -0.005], [-0.016, -0.029, 0.001], [-0.012, -0.017, 0.018], [-0.048, -0.005, -0.049], [0.016, 0.038, 0.082], [0.035, 0.010, -0.042], [-0.024, 0.006, -0.044], [-0.014, -0.059, 0.042], [0.052, 0.018, -0.027], [0.013, 0.002, 0.020], [0.008, 0.005, 0.013], [-0.100, -0.048, 0.079], [0.106, -0.042, -0.050], [-0.135, 0.150, -0.001], [-0.026, -0.120, 0.039], [0.084, 0.043, -0.081], [0.011, 0.020, -0.028], [-0.002, 0.024, -0.013], [0.070, -0.009, -0.007], [-0.044, 0.041, 0.044], [-0.009, -0.050, 0.011], [0.039, -0.035, 0.028], [-0.016, 0.063, -0.057], [-0.025, -0.058, 0.009], [-0.023, 0.014, 0.010], [-0.016, 0.000, 0.020]],
  "lumo_ev": -2.92,
  "energy_ev": -82517.585,
  "homo_ha": -0.3988,
  "total_charge": 1
}